Run 1
DFT (wB97M-V/def2-TZVPD) results for a cluster of 8 separate species, C48H120N8O16 in total.

Structure (ORCA input):
```
! wB97M-V def2-TZVPD RIJCOSX def2/J DEFGRID3
* xyz 0 1
C 2.893 1.984 -1.275
O 1.688 1.494 -0.733
C 0.976 2.522 -0.034
C -0.050 1.796 0.809
N -0.943 2.765 1.463
C -1.930 2.151 2.295
C -2.857 1.133 1.622
O -3.359 1.627 0.382
C -2.869 0.906 -0.750
H 3.283 1.184 -1.900
H 3.608 2.346 -0.532
H 2.730 2.821 -1.969
H 0.578 3.213 -0.781
H 1.676 2.994 0.667
H 0.516 1.289 1.595
H -0.517 1.017 0.201
H -1.322 3.333 0.702
H -2.568 2.904 2.775
H -1.552 1.733 3.237
H -3.712 1.006 2.299
H -2.468 0.117 1.527
H -2.547 -0.107 -0.527
H -2.119 1.511 -1.271
H -3.676 0.951 -1.489
C 4.926 1.658 -4.310
O 5.696 1.574 -3.128
C 6.753 2.505 -3.093
C 7.733 2.123 -2.004
N 7.148 2.353 -0.670
C 7.893 1.720 0.413
C 7.878 0.184 0.382
O 6.550 -0.207 0.110
C 6.306 -1.550 0.421
H 4.587 2.684 -4.496
H 4.134 0.919 -4.282
H 5.587 1.491 -5.173
H 6.341 3.515 -3.012
H 7.354 2.452 -4.013
H 8.641 2.729 -2.071
H 8.042 1.081 -2.149
H 6.249 1.875 -0.729
H 7.491 2.098 1.357
H 8.920 2.096 0.409
H 8.218 -0.218 1.338
H 8.584 -0.088 -0.408
H 6.400 -1.824 1.478
H 6.982 -2.268 -0.068
H 5.325 -1.808 0.023
C 2.216 -2.673 -1.110
O 3.580 -2.666 -1.453
C 3.945 -1.731 -2.430
C 5.226 -2.089 -3.179
N 4.949 -3.277 -3.962
C 6.059 -3.849 -4.720
C 5.597 -5.104 -5.430
O 5.486 -6.143 -4.482
C 4.847 -7.255 -5.065
H 1.588 -3.176 -1.842
H 1.857 -1.659 -0.898
H 2.106 -3.134 -0.127
H 4.075 -0.750 -1.948
H 3.184 -1.564 -3.203
H 6.040 -2.178 -2.443
H 5.455 -1.242 -3.830
H 4.522 -3.960 -3.347
H 6.808 -4.152 -3.970
H 6.560 -3.101 -5.332
H 6.372 -5.329 -6.180
H 4.692 -4.955 -6.026
H 4.650 -8.037 -4.338
H 5.466 -7.668 -5.873
H 3.913 -7.000 -5.580
C -5.126 0.692 -4.801
O -4.089 0.025 -4.099
C -3.159 -0.592 -4.974
C -2.416 -1.655 -4.190
N -1.610 -1.029 -3.141
C -0.858 -1.990 -2.336
C -1.653 -2.846 -1.332
O -1.594 -2.133 -0.107
C -2.354 -2.670 0.950
H -5.556 1.349 -4.045
H -5.884 0.066 -5.279
H -4.707 1.315 -5.599
H -2.384 0.085 -5.351
H -3.669 -1.042 -5.830
H -1.810 -2.267 -4.862
H -3.121 -2.357 -3.719
H -2.283 -0.591 -2.521
H -0.092 -1.442 -1.792
H -0.314 -2.667 -2.999
H -1.138 -3.813 -1.291
H -2.682 -2.974 -1.682
H -1.961 -3.638 1.283
H -3.380 -2.860 0.609
H -2.417 -1.955 1.767
C 0.920 2.156 4.498
O 1.177 3.351 5.192
C 0.365 4.442 4.819
C 0.847 5.103 3.513
N -0.260 5.370 2.590
C 0.185 6.187 1.470
C -0.936 6.286 0.433
O -1.364 5.065 -0.150
C -2.259 5.266 -1.223
H 0.998 2.266 3.410
H -0.068 1.736 4.720
H 1.677 1.446 4.828
H 0.336 5.151 5.646
H -0.666 4.077 4.703
H 1.570 4.455 3.001
H 1.216 6.098 3.766
H -0.593 4.509 2.158
H 1.073 5.703 1.023
H 0.493 7.183 1.796
H -0.626 6.992 -0.350
H -1.796 6.784 0.900
H -3.002 6.019 -0.947
H -2.804 4.331 -1.364
H -1.759 5.495 -2.166
C -1.631 -9.421 -2.821
O -2.449 -8.518 -2.145
C -3.806 -8.909 -2.051
C -4.509 -7.910 -1.149
N -4.896 -6.699 -1.874
C -5.173 -5.608 -0.949
C -5.529 -4.316 -1.684
O -5.439 -3.272 -0.752
C -5.487 -1.988 -1.318
H -1.353 -10.324 -2.266
H -0.699 -8.896 -3.053
H -2.007 -9.716 -3.810
H -3.895 -9.895 -1.578
H -4.249 -8.992 -3.049
H -3.861 -7.709 -0.286
H -5.443 -8.333 -0.768
H -4.209 -6.499 -2.588
H -4.271 -5.433 -0.352
H -6.027 -5.853 -0.316
H -6.482 -4.353 -2.223
H -4.750 -4.165 -2.451
H -5.222 -1.180 -0.638
H -6.516 -1.743 -1.620
H -4.909 -1.918 -2.246
C -4.313 6.263 6.743
O -4.362 6.477 5.350
C -3.387 5.777 4.628
C -3.932 5.214 3.315
N -4.832 4.117 3.623
C -5.470 3.573 2.445
C -6.416 2.439 2.755
O -7.449 2.891 3.627
C -8.284 1.803 3.958
H -3.279 6.373 7.079
H -4.755 5.314 7.061
H -4.910 7.036 7.228
H -2.912 4.962 5.186
H -2.515 6.404 4.391
H -3.109 4.943 2.653
H -4.482 6.018 2.795
H -5.534 4.422 4.285
H -4.769 3.233 1.680
H -6.054 4.390 1.980
H -5.805 1.695 3.289
H -6.816 1.925 1.878
H -9.070 2.205 4.597
H -7.760 1.073 4.588
H -8.700 1.268 3.102
C -1.787 -1.066 4.520
O -0.614 -0.802 3.813
C 0.044 -1.942 3.310
C 1.010 -1.516 2.205
N 2.071 -0.667 2.731
C 2.955 -0.288 1.631
C 4.136 0.589 2.099
O 3.675 1.697 2.845
C 4.599 2.743 3.066
H -2.573 -1.583 3.951
H -2.260 -0.109 4.751
H -1.648 -1.617 5.455
H -0.677 -2.639 2.870
H 0.685 -2.415 4.062
H 0.504 -1.068 1.336
H 1.402 -2.456 1.798
H 1.632 0.142 3.158
H 2.454 0.324 0.875
H 3.399 -1.163 1.157
H 4.651 0.964 1.207
H 4.825 -0.012 2.704
H 4.464 3.492 2.278
H 5.644 2.438 3.137
H 4.283 3.215 3.997
*
```

Properties
Kohn-Sham gap in eV: 8.6
HOMO energy in eV: -8.14
E_LUMO in eV: 0.465
SMILES string: COCCNCCOC.COCCNCCOC.COCCNCCOC.COCCNCCOC.COCCNCCOC.COCCNCCOC.COCCNCCOC.COCCNCCOC

These are the Löwdin partial charges, in e, on atoms 1 to 5: number 1, C, carries -0.1054; number 2, O, carries -0.2174; number 3, C, carries -0.1819; number 4, C, carries -0.1703; number 5, N, carries -0.0365

***

Run 2
DFT (wB97M-V/def2-TZVPD) results for a cluster of 8 separate species, C48H120N8O16 in total.

Structure (ORCA input):
```
! wB97M-V def2-TZVPD RIJCOSX def2/J DEFGRID3
* xyz 0 1
C 5.919 -3.193 -6.389
O 6.225 -1.796 -6.330
C 7.329 -1.416 -7.101
C 7.710 0.005 -6.974
N 8.270 0.237 -5.644
C 8.728 1.645 -5.530
C 9.145 1.950 -4.140
O 8.207 1.722 -3.105
C 8.638 2.245 -1.850
H 5.147 -3.526 -5.695
H 6.762 -3.831 -6.123
H 5.516 -3.503 -7.353
H 7.207 -1.600 -8.168
H 8.191 -2.018 -6.811
H 6.844 0.624 -7.206
H 8.494 0.183 -7.710
H 7.562 0.072 -4.943
H 7.979 2.380 -5.823
H 9.666 1.800 -6.064
H 9.528 2.970 -4.105
H 9.970 1.249 -4.016
H 9.028 3.262 -1.888
H 9.404 1.565 -1.478
H 7.844 2.228 -1.104
C 3.228 -0.421 6.105
O 3.652 0.104 7.357
C 2.681 -0.010 8.400
C 2.332 -1.475 8.755
N 3.543 -2.259 9.033
C 3.099 -3.647 9.320
C 2.928 -4.366 7.998
O 4.074 -4.331 7.170
C 5.138 -5.157 7.486
H 2.216 -0.077 5.892
H 3.305 -1.502 5.990
H 4.024 -0.052 5.458
H 1.741 0.443 8.082
H 3.023 0.616 9.224
H 1.758 -1.859 7.912
H 1.715 -1.396 9.649
H 4.148 -2.216 8.226
H 2.237 -3.677 9.985
H 3.863 -4.176 9.890
H 2.159 -3.910 7.375
H 2.673 -5.416 8.136
H 5.418 -5.066 8.536
H 6.032 -4.810 6.968
H 4.917 -6.165 7.134
C -0.763 4.998 -1.796
O 0.596 4.584 -2.216
C 1.102 3.384 -1.499
C 2.453 3.088 -2.058
N 3.047 1.798 -1.629
C 2.601 0.651 -2.377
C 3.253 -0.656 -1.711
O 2.383 -0.901 -0.606
C 2.780 -2.076 0.101
H -1.170 5.863 -2.320
H -0.891 5.259 -0.746
H -1.415 4.152 -2.014
H 0.397 2.552 -1.484
H 1.233 3.606 -0.440
H 3.184 3.827 -1.728
H 2.457 3.219 -3.140
H 4.046 1.927 -1.566
H 2.917 0.644 -3.420
H 1.518 0.628 -2.253
H 4.279 -0.437 -1.417
H 3.365 -1.506 -2.383
H 2.816 -2.973 -0.518
H 2.134 -2.249 0.962
H 3.758 -1.818 0.506
C -4.973 -4.825 7.257
O -5.912 -5.253 8.236
C -7.048 -4.435 8.356
C -8.116 -5.048 9.246
N -7.723 -5.140 10.644
C -8.729 -5.783 11.448
C -8.417 -6.019 12.934
O -7.137 -6.667 12.957
C -6.685 -6.981 14.296
H -5.371 -4.756 6.244
H -4.260 -5.632 7.093
H -4.581 -3.830 7.466
H -7.373 -4.251 7.332
H -6.793 -3.470 8.796
H -8.450 -6.021 8.884
H -8.951 -4.355 9.143
H -6.828 -5.603 10.701
H -9.037 -6.747 11.043
H -9.657 -5.214 11.421
H -9.102 -6.704 13.433
H -8.430 -5.079 13.486
H -6.811 -6.081 14.899
H -5.620 -7.186 14.404
H -7.113 -7.850 14.794
C -5.391 -2.220 -1.149
O -5.034 -3.414 -1.734
C -3.711 -3.365 -2.233
C -3.316 -4.839 -2.667
N -3.854 -5.222 -3.920
C -3.422 -6.580 -4.283
C -3.885 -6.948 -5.667
O -3.640 -8.329 -5.913
C -3.872 -8.641 -7.293
H -4.749 -1.837 -0.355
H -6.395 -2.385 -0.758
H -5.416 -1.466 -1.936
H -2.971 -3.084 -1.484
H -3.582 -2.768 -3.136
H -3.705 -5.422 -1.832
H -2.229 -4.810 -2.592
H -4.860 -5.136 -3.955
H -3.870 -7.246 -3.545
H -2.340 -6.574 -4.152
H -3.396 -6.274 -6.370
H -4.954 -6.756 -5.755
H -4.912 -8.402 -7.516
H -3.845 -9.691 -7.586
H -3.204 -8.145 -7.996
C 14.613 -5.308 -3.752
O 13.752 -4.725 -2.818
C 12.439 -5.075 -3.080
C 11.598 -4.342 -2.058
N 12.022 -4.798 -0.727
C 11.454 -3.996 0.350
C 11.959 -4.461 1.718
O 13.234 -3.792 1.977
C 13.820 -4.220 3.190
H 15.593 -4.892 -3.516
H 14.326 -5.069 -4.776
H 14.538 -6.395 -3.723
H 12.241 -6.131 -2.897
H 12.111 -4.825 -4.089
H 10.619 -4.706 -2.372
H 11.718 -3.269 -2.213
H 13.018 -4.631 -0.738
H 10.367 -4.036 0.290
H 11.701 -2.950 0.167
H 12.092 -5.542 1.772
H 11.323 -4.182 2.558
H 13.237 -4.075 4.100
H 14.758 -3.710 3.411
H 14.064 -5.280 3.253
C -5.561 3.475 -8.594
O -5.643 2.566 -9.710
C -5.979 1.274 -9.283
C -5.799 0.253 -10.375
N -4.385 0.187 -10.737
C -3.561 -0.574 -9.783
C -2.059 -0.295 -9.934
O -1.703 1.122 -9.790
C -2.063 1.725 -8.532
H -5.709 4.470 -9.012
H -4.600 3.601 -8.094
H -6.256 3.241 -7.788
H -7.014 1.208 -8.945
H -5.436 0.990 -8.382
H -6.396 0.604 -11.218
H -6.131 -0.745 -10.088
H -3.972 1.094 -10.901
H -3.829 -1.630 -9.823
H -3.891 -0.310 -8.778
H -1.701 -0.593 -10.920
H -1.490 -0.857 -9.193
H -1.745 2.766 -8.582
H -1.385 1.298 -7.793
H -3.079 1.701 -8.138
C -8.081 14.125 -1.074
O -8.435 15.470 -0.693
C -9.729 15.927 -0.291
C -10.241 15.180 0.941
N -9.792 15.784 2.167
C -10.308 15.180 3.412
C -11.703 15.724 3.786
O -12.009 15.214 5.084
C -13.336 15.536 5.444
H -8.074 13.367 -0.290
H -7.096 14.159 -1.540
H -8.821 13.827 -1.817
H -10.499 15.931 -1.062
H -9.681 16.990 -0.056
H -9.943 14.155 0.717
H -11.325 15.289 0.917
H -8.788 15.712 2.092
H -9.555 15.430 4.158
H -10.245 14.095 3.325
H -12.509 15.568 3.068
H -11.497 16.784 3.933
H -14.082 15.012 4.847
H -13.567 16.597 5.343
H -13.510 15.275 6.487
*
```

Properties
Kohn-Sham gap in eV: 8.9
HOMO energy in eV: -8.43
E_LUMO in eV: 0.430
SMILES string: COCCNCCOC.COCCNCCOC.COCCNCCOC.COCCNCCOC.COCCNCCOC.COCCNCCOC.COCCNCCOC.COCCNCCOC

These are the Löwdin partial charges, in e, on atoms 1 to 5: number 1, C, carries -0.1014; number 2, O, carries -0.1670; number 3, C, carries -0.2803; number 4, C, carries -0.2307; number 5, N, carries -0.0320

***

The structure shown above that is most stable: run 1.